1.
118
Properties=species:S:1:pos:R:3 method="wB97M-V/def2-TZVPD" e_homo_ev=-5.8 e_lumo_ev=2.5 charge=-1
C -26.46469 33.22439 -6.70723
H -19.70348 33.91031 -4.06570
C -25.23077 38.90478 -9.08731
H -29.05983 35.68881 -1.54262
N -22.04927 40.03937 -8.94487
C -24.38541 30.27812 -2.67157
C -24.05621 32.42119 -3.66379
H -22.58982 31.26183 -7.61593
H -25.25031 36.71529 -4.16980
H -26.62359 35.75854 -3.59763
H -25.22998 36.04328 -11.16592
O -22.14417 36.07729 -5.61463
H -20.35163 32.29135 -5.65768
H -29.17775 37.18081 -0.50621
H -22.81748 39.12183 -4.95880
N -22.16870 31.52667 -4.85653
O -27.59510 37.09840 -1.88059
H -20.58836 40.27468 -4.61632
C -20.05968 43.40209 -9.76577
O -21.24640 34.22686 -6.92151
H -26.31526 38.81155 -9.14458
H -28.99122 38.56574 -2.61268
C -25.07185 39.69216 -6.92799
C -18.95663 33.33678 -3.51673
N -27.04303 37.16686 -5.05399
H -22.58928 40.10379 -9.79595
H -18.87029 30.76866 -4.25937
H -18.77398 39.80371 -7.50991
C -27.37974 38.17364 -4.02525
H -18.66625 40.51597 -5.76788
C -21.92157 31.62396 -10.08001
H -27.01492 32.29619 -6.55310
H -22.49966 39.25186 -8.50096
H -25.43351 32.89144 -6.82514
H -23.89611 32.88634 -11.29389
H -18.29973 33.03325 -4.33187
C -23.55134 34.79703 -11.30726
H -20.00789 38.15760 -10.80292
H -21.70064 31.29580 -11.09569
H -26.15140 39.74475 -6.78687
O -20.47377 36.50575 -7.20897
C -24.46617 40.83728 -6.08792
H -21.36287 37.73488 -9.90803
H -20.26682 30.17853 -3.54876
C -22.23007 33.14402 -10.14497
C -20.97208 38.56414 -10.49771
H -23.32860 35.20269 -12.29414
C -25.71098 35.06076 -5.45987
O -22.57990 35.95693 -7.97496
H -24.58087 31.98621 -4.51445
H -25.55909 35.61609 -6.38542
H -19.88958 44.19686 -9.03947
H -20.74965 30.54865 -5.73477
H -22.65625 33.50865 -9.21036
H -24.87954 29.73211 -3.47519
H -27.91124 36.69370 -5.25998
H -18.48881 33.83010 -2.66474
H -22.03685 33.35522 -3.74998
C -20.90278 39.91347 -5.59549
H -20.56211 41.31808 -10.95904
H -18.59963 41.44064 -7.20158
H -24.81551 29.83208 -1.77483
H -27.35836 34.00508 -10.22605
H -22.86031 35.49521 -10.83491
H -20.96138 43.68484 -10.30899
C -28.39352 37.70170 -2.90297
C -20.74064 31.43717 -5.10347
H -24.06056 31.81008 -8.41761
H -23.89354 30.11260 -8.08752
H -24.30651 33.48018 -3.60054
O -25.83602 34.04552 -11.71069
O -24.62334 31.69448 -2.59139
C -22.41889 39.65453 -5.82220
C -19.07285 40.55456 -6.77847
O -22.91981 30.69821 -9.67878
H -25.00223 41.03457 -5.15957
H -19.01273 40.88087 -10.28549
O -20.46352 40.70475 -6.67709
H -27.78680 39.04750 -4.53395
H -20.21051 39.30782 -8.69534
C -20.76698 39.74046 -9.52677
H -22.40437 38.98596 -6.68296
O -19.63642 32.22392 -2.94381
Cl -21.64226 35.64627 -6.87238
C -22.51369 32.37517 -3.73485
H -26.78256 33.77156 -7.59474
H -24.67614 34.75375 -5.30836
C -26.14148 36.17176 -4.48359
H -27.85729 35.94462 -0.28032
H -21.57434 38.69880 -11.39619
H -24.95644 39.09061 -10.12573
H -22.08167 32.04339 -2.79072
H -24.66240 41.80869 -6.54175
N -23.07690 33.47614 -11.32729
O -24.79014 39.94665 -8.21650
C -23.33078 31.00173 -8.37186
H -27.72539 35.02504 -11.61288
H -24.77181 38.74298 -6.48401
H -24.80932 37.91667 -8.90262
C -24.97869 34.98927 -11.04749
C -28.52098 36.45167 -0.98068
H -27.64427 33.30253 -11.76270
H -23.33585 29.98730 -2.62730
H -20.95561 31.43147 -9.61314
H -29.11190 36.99827 -3.32395
H -26.53969 38.71143 -3.58572
C -19.84899 31.11246 -3.92465
C -27.15727 34.15377 -11.28698
O -20.41962 42.15474 -9.10162
H -25.18815 34.84833 -9.98713
H -19.21558 43.58681 -10.43020
C -20.05633 41.06189 -10.02809
H -21.27916 33.67265 -10.21142
N -22.98966 40.99431 -6.06863
H -20.43383 38.92963 -5.58045
H -22.64380 32.00218 -5.61036
H -22.88126 41.44212 -5.16984
O -26.64247 34.02190 -5.54961



2.
133
Properties=species:S:1:pos:R:3 method="wB97M-V/def2-TZVPD" e_homo_ev=-7.4 e_lumo_ev=1.9 charge=-1
O -34.26982 -1.96325 -3.08306
C -35.23330 -8.68996 -3.51643
O -30.10749 -9.55672 3.67386
H -26.73469 -2.14100 -3.96443
O -34.14491 -2.20367 -0.16104
C -30.88890 -5.94572 -1.28743
H -24.84732 -8.12134 4.64419
O -23.20360 -6.39230 -3.86477
H -23.66656 -5.45171 3.17691
C -28.83199 -4.52565 -4.30207
H -33.44833 -2.65501 -0.67003
H -24.47696 -0.77809 -1.90844
H -22.44330 -6.92837 -4.09764
C -24.03884 -1.72693 -2.26339
H -36.09746 -1.82406 -0.26780
H -31.33482 0.91963 0.42573
O -24.17045 -2.67732 -1.22013
H -36.21174 -1.53002 -2.74682
C -30.11381 -4.14208 -4.99589
C -22.73638 -8.08787 2.32173
H -27.95266 -5.32733 -5.80861
O -28.74769 -5.29123 1.26129
C -35.24212 -6.58261 -0.03473
H -32.63208 1.56478 -0.45230
C -25.51872 -6.59021 5.95072
O -28.26278 -5.68107 -4.97020
C -23.73280 -6.99237 1.95319
C -24.82310 -2.09641 -3.48781
H -22.99261 -1.51628 -2.47692
H -27.54425 -8.09033 -0.70804
H -22.21898 -3.94319 -3.91740
H -36.13904 -6.72097 0.58372
H -35.53733 -3.26094 -1.25091
H -20.56634 -5.50352 -3.90222
O -25.36130 -5.79260 4.79391
H -31.68164 0.48836 -3.39028
H -25.76182 -8.52027 -3.09869
H -22.40948 -7.91836 3.34325
O -23.30420 -9.36899 2.17820
O -34.31487 -7.90711 -2.81453
O -26.85019 -5.51748 2.40433
C -31.54318 -3.93330 3.00171
O -25.68009 -5.16309 -0.27785
C -31.75024 -2.72789 2.10447
H -29.28733 -6.41325 4.54624
H -29.95177 2.25003 -0.49870
C -25.35446 -8.06905 5.61048
O -20.62814 -4.92784 -3.13389
H -32.46869 -4.23716 3.49359
H -23.24977 -9.64632 1.26157
H -23.96754 -6.86522 0.89427
H -33.56291 -7.13968 2.08208
H -25.77447 -8.69255 -0.67287
O -32.22694 0.11353 -2.69514
H -27.74804 -9.87288 -2.23223
H -36.09817 -8.87468 -2.86972
H -26.50307 -6.36083 6.36756
C -35.23836 -1.40381 -2.23828
H -28.60391 -8.47700 5.81566
H -25.07945 -3.00835 -1.22239
H -21.90131 -7.94363 1.62560
H -28.10860 -3.74528 -4.54453
C -29.50744 -8.26328 3.51989
H -33.40029 -8.19630 -2.90628
O -29.38913 -7.92132 5.95213
H -23.93692 -5.15440 -2.43150
O -32.67499 -1.78230 2.63447
C -34.17046 -5.84093 0.73394
O -33.90563 -9.81663 -5.14151
H -35.55490 -10.69023 -4.10878
H -35.66653 -8.17389 -4.38274
H -24.76268 -6.36474 6.70278
O -23.23860 -5.72745 2.35757
O -34.06052 -6.31931 2.06812
H -29.99137 -7.85231 2.63384
C -34.69500 -10.01736 -3.98130
O -27.79793 -4.84669 -0.83437
C -31.44753 0.04005 -1.48402
H -30.81108 -3.59554 4.79001
H -34.25819 -4.75732 0.70665
O -29.78185 -3.40346 -6.15000
O -26.66255 -8.68157 5.48780
H -32.10701 -3.03802 1.11843
C -31.08364 -4.43117 -1.04585
O -29.73308 -6.30215 -0.75369
H -24.77421 -8.62421 6.35664
H -27.82925 -6.92599 -3.54695
C -26.73094 -8.64140 -1.19062
H -22.01302 -3.85597 -2.10098
H -33.54315 -1.37301 -3.32435
H -35.14910 -0.32832 -2.06428
O -30.78552 2.36203 -0.96163
C -31.59899 1.23730 -0.58849
H -30.72083 -5.03641 -5.19543
H -29.02479 -4.64861 -3.24445
O -26.21658 -2.01884 -3.16549
O -27.17264 -9.96254 -1.45862
H -30.75861 -2.29856 1.93311
H -29.74351 -10.02896 4.42634
B -29.09607 -5.11322 -0.14663
H -33.49466 -10.64678 -5.39806
H -22.66478 -6.13688 -1.83586
O -30.02664 -4.01247 -0.38897
C -27.43645 -5.25959 1.40506
C -26.48013 -7.92705 -2.50230
O -32.01463 -3.77210 -1.37709
C -26.81429 -5.04322 0.01831
C -21.98465 -4.48121 -2.99319
O -31.65477 -6.64057 -1.85948
H -28.43316 -8.33766 3.32624
C -29.81823 -7.36550 4.69671
H -24.67347 -7.23572 2.46352
H -26.13072 -5.84072 4.20829
C -22.98193 -5.58610 -2.73129
H -24.52348 -3.07892 -3.88505
H -30.59151 -3.06459 -6.54271
H -30.39196 -0.07677 -1.76199
H -31.74337 -0.87186 -0.97114
H -26.50941 -9.59416 5.21319
H -30.79777 -3.61885 -4.30750
H -34.08628 -10.45604 -3.17671
H -31.24664 -4.75053 2.33006
H -33.21848 -6.02363 0.21363
O -35.54839 -5.96189 -1.26644
H -30.88575 -7.15863 4.77322
H -33.53599 -1.98748 2.25081
H -26.02432 -6.93125 -2.47990
C -35.35560 -2.22328 -0.95640
H -35.11113 -6.40428 -2.01407
O -30.45503 -3.74848 3.91163
H -34.91923 -7.61758 -0.23629
H -24.58182 -1.38727 -4.29935
O -27.72322 -7.83172 -3.22759



For the records above, the corresponding calculated total energy values read -76761.932; -96402.449 eV.